No. 1
{
  "formula": "C15H32Cl2Cu2N2O",
  "method": "the ωB97M-V functional and the def2-TZVPD basis",
  "lumo_energy_ev": -8.5,
  "charge": 2,
  "symbols": ["Cu", "Cu", "C", "C", "C", "C", "N", "C", "C", "C", "C", "C", "H", "H", "H", "H", "H", "H", "H", "H", "H", "H", "H", "H", "H", "H", "H", "H", "H", "H", "H", "H", "O", "H", "Cl", "C", "C", "Cl", "H", "H", "H", "H", "C", "C", "C", "C", "N", "H", "H", "H", "H", "H", "H", "H"],
  "xyz": [[-1.5743, 2.9038, 2.8259], [0.0373, 2.9548, 0.7117], [5.0973, -5.4301, -1.8513], [4.3112, -4.1173, -1.9685], [4.1539, -3.4669, -0.5950], [3.1687, -2.3231, -0.6391], [2.7171, -1.7938, 0.6942], [2.0874, -2.8699, 1.5676], [0.8650, -2.2576, 2.2055], [0.3352, -1.3778, 1.0690], [1.5816, -0.7563, 0.4980], [3.8449, -1.1469, 1.4409], [6.1648, -5.2961, -1.6794], [4.9764, -6.0288, -2.7512], [4.7166, -6.0103, -1.0058], [3.3399, -4.4036, -2.3687], [4.9160, -3.4711, -2.6062], [5.0996, -3.1673, -0.1395], [3.8046, -4.2830, 0.0499], [2.2366, -2.6051, -1.1365], [3.5603, -1.4838, -1.2194], [2.8147, -3.3193, 2.2401], [1.8285, -3.6768, 0.8785], [1.1870, -1.6099, 3.0280], [0.1338, -2.9684, 2.5757], [-0.3646, -0.6444, 1.4728], [-0.3091, -1.9864, 0.4326], [1.9300, 0.1656, 0.9535], [1.4984, -0.6367, -0.5814], [4.7017, -1.8116, 1.4776], [3.5066, -0.9100, 2.4444], [4.1229, -0.2745, 0.8520], [-1.6331, 1.8591, 1.0116], [-1.6135, 0.9039, 1.1706], [-4.1268, 1.1893, -2.5490], [-3.5785, 0.6071, -0.9733], [-4.1525, -0.7571, -0.6704], [-3.5479, -1.3865, 0.8809], [-4.0099, 1.2834, -0.2402], [-2.4979, 0.5454, -0.9010], [-4.0032, -1.4805, -1.4721], [-5.2408, -0.7248, -0.6140], [-3.7544, 4.9484, 0.2212], [-4.3640, 5.5075, -1.0742], [-5.1207, 6.8245, -0.8367], [-4.4978, 7.6620, 0.1808], [-4.0042, 8.2822, 1.0099], [-4.4427, 4.9169, 1.0676], [-2.9091, 5.5736, 0.5343], [-3.3222, 3.9525, 0.0615], [-4.9595, 4.7145, -1.5227], [-3.5134, 5.6524, -1.7430], [-6.1751, 6.6359, -0.6523], [-5.0228, 7.3927, -1.7663]],
  "mulliken_charge": [0.572, 0.534, -1.362, -0.299, -0.554, -0.995, 0.513, -0.873, -0.841, 0.160, -0.591, -1.061, 0.344, 0.377, 0.370, 0.361, 0.291, 0.326, 0.380, 0.431, 0.418, 0.377, 0.482, 0.353, 0.462, -0.192, 0.229, 0.311, 0.343, 0.342, 0.398, 0.405, -0.217, 0.276, -0.165, -0.168, -0.535, -0.187, 0.225, 0.058, 0.358, 0.404, -0.994, -0.423, -0.411, 0.235, -0.404, 0.352, 0.378, 0.074, 0.331, 0.230, 0.306, 0.267]
}

No. 2
{
  "formula": "C38H54BN8O6",
  "method": "the ωB97M-V functional and the def2-TZVPD basis",
  "lumo_energy_ev": -2.4,
  "charge": 1,
  "symbols": ["C", "C", "C", "C", "C", "C", "O", "O", "C", "C", "O", "C", "C", "C", "C", "C", "N", "C", "C", "N", "C", "C", "C", "N", "C", "C", "C", "C", "C", "C", "C", "O", "C", "B", "O", "N", "C", "C", "C", "C", "C", "C", "N", "O", "H", "H", "H", "H", "H", "H", "H", "H", "H", "H", "H", "H", "H", "H", "H", "H", "H", "H", "H", "H", "H", "H", "H", "H", "H", "H", "H", "H", "H", "H", "H", "H", "H", "H", "H", "H", "H", "H", "H", "H", "H", "H", "H", "H", "H", "C", "C", "N", "H", "H", "H", "C", "C", "N", "H", "H", "H", "C", "C", "N", "H", "H", "H"],
  "xyz": [[0.6435, 1.5632, -1.1060], [1.1238, 0.6211, -1.6758], [1.6610, -0.5907, -2.2872], [2.3167, -1.6983, -1.4178], [3.8230, -1.4343, -1.2688], [4.2827, -0.0457, -0.9169], [4.7831, 0.2058, 0.1395], [4.1829, 0.8688, -1.9109], [4.3049, 2.2245, -1.5263], [5.4060, 2.9376, -2.2412], [3.5543, 2.7051, -0.7498], [2.1487, -3.0378, -2.2177], [2.8336, -3.0948, -3.5743], [4.0651, -3.7394, -3.6769], [4.6890, -3.7903, -4.9072], [4.0526, -3.1996, -5.9895], [2.8685, -2.6099, -5.9229], [2.2776, -2.5670, -4.7329], [0.6830, -3.4766, -2.3604], [-0.2165, -3.0682, -1.2163], [-1.0387, -1.8341, -1.4424], [-2.5400, -2.0566, -1.2722], [-3.2365, -0.6900, -1.2150], [-3.9663, -0.4156, -2.4537], [-4.1197, 1.0291, -2.6755], [-4.6764, 1.7168, -1.4507], [-5.8746, 1.2491, -0.9228], [-6.4277, 1.8113, 0.2096], [-5.7748, 2.8691, 0.8191], [-4.5853, 3.3480, 0.3147], [-4.0320, 2.7719, -0.8189], [-2.8434, 3.2975, -1.2518], [0.6098, -3.0716, 0.0586], [-0.3031, -3.0498, 1.3962], [-1.0814, -1.9766, 1.7231], [-0.2433, -4.2552, 2.2269], [-1.3130, -5.1662, 1.7660], [-0.5041, -3.9337, 3.6471], [1.7571, -2.0191, 0.0099], [1.5560, -0.8323, 0.9723], [2.0067, -1.1269, 2.4045], [3.5004, -1.1881, 2.6065], [4.1883, -2.3708, 2.1568], [4.0707, -0.2871, 3.1474], [0.4080, 2.5340, -0.7346], [2.4113, -0.2700, -3.0122], [0.8727, -0.9931, -2.9129], [4.3389, -1.7054, -2.1914], [4.2529, -2.0576, -0.4893], [5.0662, 3.9563, -2.4013], [5.5677, 2.4837, -3.2154], [6.3103, 2.9151, -1.6403], [2.6438, -3.7856, -1.5942], [4.5157, -4.1892, -2.8021], [5.6519, -4.2639, -5.0214], [4.5354, -3.2167, -6.9570], [1.3112, -2.0810, -4.7178], [0.2095, -3.1520, -3.2812], [0.6686, -4.5654, -2.3838], [-0.8864, -3.8290, -1.1191], [-0.7001, -1.0410, -0.7873], [-0.9009, -1.5002, -2.4640], [-2.8891, -2.6154, -2.1449], [-2.7563, -2.6823, -0.4046], [-3.9066, -0.6653, -0.3670], [-2.4544, 0.0707, -1.0803], [-3.4554, -0.7952, -3.2416], [-4.8167, 1.1791, -3.4988], [-3.1589, 1.4674, -2.9751], [-6.3549, 0.4181, -1.4212], [-7.3487, 1.4172, 0.6104], [-6.1960, 3.3222, 1.7052], [-4.0672, 4.1669, 0.7926], [-2.4122, 2.6774, -1.8470], [1.0600, -4.0650, 0.0662], [-2.0127, -2.1829, 1.8805], [-2.2778, -4.6572, 1.6177], [-1.0398, -5.6250, 0.8133], [-1.4852, -5.9394, 2.5090], [0.0469, -3.0505, 3.9525], [-1.5671, -3.7771, 3.8509], [-0.1788, -4.7692, 4.2652], [2.5781, -2.5788, 0.4601], [2.1421, 0.0257, 0.6425], [0.5344, -0.4710, 0.9771], [1.6714, -0.3213, 3.0524], [1.5656, -2.0596, 2.7710], [5.0037, -2.0490, 1.6407], [4.5636, -2.8434, 2.9741], [-2.0473, 2.0667, 2.7709], [-2.7211, 0.8473, 2.3540], [-3.2556, -0.1088, 2.0141], [-2.6551, 2.9272, 2.5027], [-1.9074, 2.0611, 3.8486], [-1.0784, 2.1387, 2.2770], [-0.9353, 5.5139, 5.2102], [-2.0907, 4.6261, 5.2417], [-3.0095, 3.9384, 5.2669], [-1.1138, 6.3853, 5.8358], [-0.0550, 4.9909, 5.5788], [-0.7496, 5.8466, 4.1909], [-1.9445, 9.6806, 3.5938], [-1.0021, 9.2095, 4.6004], [-0.2620, 8.8384, 5.3945], [-2.1386, 10.7412, 3.7392], [-1.5303, 9.5285, 2.5992], [-2.8814, 9.1336, 3.6793]],
  "mulliken_charge": [-0.775, -1.895, -0.515, 1.696, -0.235, -0.055, -0.584, -0.285, 0.832, -1.246, -0.432, -0.277, -0.110, -0.494, -0.512, -0.460, -0.694, -0.268, -1.579, 1.225, 0.444, -1.392, -0.690, -0.509, -1.308, 0.574, -0.165, -0.811, -0.411, -0.778, 0.688, -0.715, -1.210, 0.501, -0.178, -0.457, -1.037, -1.081, -0.258, -1.857, 0.424, -0.106, -0.394, -0.520, 0.586, 1.055, 0.858, 0.630, 0.323, 0.383, 0.347, 0.289, 0.844, 0.503, 0.426, 0.404, 0.346, 0.518, 0.337, 0.704, -0.673, 0.571, 0.669, 0.227, 0.415, 0.439, 0.287, 0.468, 0.388, 0.443, 0.426, 0.398, 0.560, 0.245, 0.217, 0.345, 0.274, 0.230, 0.462, 0.336, 0.413, 0.346, 1.522, 0.820, -0.170, 0.637, -0.485, 0.237, 0.317, -0.759, 0.417, -0.574, 0.256, 0.376, 0.221, -0.858, 0.463, -0.440, 0.304, 0.314, 0.249, -0.783, 0.384, -0.410, 0.298, 0.268, 0.265]
}

No. 3
{
  "formula": "C14H10Cl3N2O2W",
  "method": "the ωB97M-V functional and the def2-TZVPD basis",
  "s_squared": 2.05,
  "lumo_energy_ev": [-12.6, -12.4],
  "spin_multiplicity": 3,
  "charge": 3,
  "symbols": ["W", "Cl", "C", "C", "C", "C", "O", "C", "C", "O", "C", "H", "H", "H", "H", "Cl", "C", "Cl", "H", "H", "N", "C", "C", "C", "C", "C", "N", "C", "H", "H", "H", "H"],
  "xyz": [[-0.0727, -0.0918, 0.0005], [5.8485, 4.2546, -0.0032], [4.6537, 3.0553, 0.0001], [5.0078, 1.7042, 0.0007], [4.0342, 0.7109, 0.0062], [2.7093, 1.0651, 0.0090], [1.6999, 0.1475, 0.0130], [2.3237, 2.4268, 0.0057], [0.9505, 2.7891, 0.0037], [-0.0108, 1.9638, -0.0017], [3.3093, 3.4136, 0.0023], [6.0556, 1.4323, -0.0028], [4.3179, -0.3340, 0.0093], [0.6966, 3.8502, 0.0059], [3.0330, 4.4616, 0.0002], [-2.2881, 0.1023, -0.0656], [-4.8182, 0.2573, -0.0224], [-5.2317, 1.8048, -0.0257], [-4.8159, -0.2851, 0.9207], [-4.8449, -0.2981, -0.9577], [-3.4093, -5.5691, 0.3504], [-2.3818, -5.0655, 0.2596], [-1.1300, -4.3728, 0.1365], [0.0892, -5.0376, 0.0002], [1.2349, -4.2630, -0.1238], [1.1411, -2.8938, -0.1168], [-0.0435, -2.2322, 0.0166], [-1.1547, -2.9945, 0.1460], [0.1369, -6.1193, -0.0103], [2.2029, -4.7328, -0.2307], [2.0305, -2.2917, -0.2257], [-2.1023, -2.4958, 0.2621]],
  "mulliken_charge": [1.630, -0.075, 0.066, -0.647, -0.490, 0.740, -0.397, 0.533, -0.018, -0.573, -0.765, 0.467, 0.480, 0.440, 0.464, -0.291, -0.080, 0.234, 0.386, 0.392, -0.283, -0.328, 0.266, -0.168, -0.721, 0.037, -0.353, 0.088, 0.559, 0.448, 0.392, 0.567]
}

Number 1: largest force on an atom 2.5 eV/A. Number 2: largest force on an atom 1.2 eV/A. Number 3: largest force on an atom 1.6 eV/A.